1.
94
Properties=species:S:1:pos:R:3:forces:R:3:lowdin_charge:R:1 method="wB97M-V/def2-TZVPD" total_charge=+3 homo_lumo_gap_ev="4.3 / 2.4" energy_ha=-2921.0094 largest_force_ev_per_a=0.39 homo_ha="-0.5255 / -0.5249" spin_multiplicity=2
Ir -0.39942 0.62682 -0.29898 -0.117 -0.014 0.373 0.84
O -0.66332 1.27775 3.67492 0.006 -0.041 -0.039 0.16
C -0.69724 1.32676 2.47381 0.114 -0.017 -0.029 -0.48
N -0.09789 0.44230 1.60896 -0.016 0.166 0.129 -0.16
C 0.73368 -0.63413 2.10670 -0.052 0.057 0.075 -0.13
C 1.58845 -1.08743 0.97516 0.064 0.084 -0.136 -0.30
C 2.75401 -1.80401 1.18777 -0.011 -0.018 -0.017 0.01
C 3.52500 -2.18550 0.11210 -0.017 -0.050 -0.117 0.01
C 3.08706 -1.86988 -1.17426 0.096 -0.050 0.100 -0.02
C 1.91986 -1.17064 -1.32377 -0.103 0.036 0.080 -0.15
N 1.17868 -0.74518 -0.27372 -0.151 -0.290 -0.013 -0.10
C -1.37118 2.44308 1.72041 -0.020 0.031 -0.005 -0.20
C -1.88096 3.53517 2.38704 -0.027 0.027 0.002 0.06
C -2.43608 4.57296 1.65014 0.007 -0.010 0.008 0.03
C -2.44789 4.47512 0.26578 0.005 -0.025 -0.016 0.00
C -1.92129 3.34625 -0.33476 -0.032 0.071 0.095 -0.13
N -1.39521 2.33746 0.37405 -0.069 0.011 -0.063 -0.12
H 0.13910 -1.47950 2.47450 -0.010 -0.008 0.003 0.13
H 1.34123 -0.28233 2.94308 -0.026 0.011 0.006 0.15
H 3.04085 -2.05262 2.20036 0.017 0.029 0.005 0.14
H 4.44536 -2.73397 0.26197 0.010 0.017 -0.007 0.14
H 3.64791 -2.16746 -2.04896 0.008 -0.007 0.004 0.13
H 1.54145 -0.93413 -2.30346 -0.036 -0.012 -0.028 0.06
H -1.81719 3.55041 3.46751 -0.005 0.008 -0.003 0.15
H -2.84121 5.44595 2.14464 0.006 -0.001 -0.002 0.14
H -2.85238 5.26533 -0.35130 -0.006 0.003 0.009 0.13
H -1.90466 3.25313 -1.41118 -0.003 -0.018 0.003 0.07
C 0.60967 0.20224 -4.40032 -0.033 -0.045 -0.019 -0.26
Sb -0.27878 1.30050 -2.82562 0.002 0.058 -0.198 1.34
C 0.55345 3.22919 -3.13202 0.010 0.001 0.034 -0.25
C -2.19638 1.71043 -3.87870 0.024 0.046 -0.065 -0.23
C -2.95017 0.50648 -4.15645 -0.167 -0.062 0.188 -0.21
C -2.80296 -0.14679 -5.39606 -0.006 -0.017 -0.002 -0.01
C -3.56558 -1.23684 -5.69867 -0.125 -0.086 0.092 0.02
C -4.51651 -1.73556 -4.75381 0.131 0.030 -0.177 0.03
C -4.66646 -1.13721 -3.52539 0.041 0.069 0.058 -0.02
C -3.89710 -0.02609 -3.17952 0.050 0.080 -0.107 -0.21
C -4.05834 0.59415 -1.85927 0.167 -0.103 0.083 -0.23
Sb -2.78320 -0.31722 -0.32293 0.247 0.121 -0.214 1.42
C -3.84205 0.39790 1.35723 0.049 -0.029 0.018 -0.22
C -3.43520 -2.31366 -0.45966 0.060 0.058 0.003 -0.27
H 0.08484 -0.74115 -4.54367 0.015 0.007 0.002 0.00
H 1.65984 0.00640 -4.19635 0.032 0.050 0.022 0.02
H 0.54770 0.81337 -5.30036 -0.026 -0.015 -0.006 0.04
H -0.12906 3.84118 -3.71986 0.011 0.003 -0.006 0.03
H 1.48750 3.11200 -3.67969 0.000 0.007 0.000 0.03
H 0.75492 3.71296 -2.17871 -0.014 -0.006 0.002 0.02
H -1.83518 2.19340 -4.78648 0.006 -0.006 0.002 0.10
H -2.70778 2.43097 -3.24575 -0.005 0.003 -0.033 0.06
H -2.11654 0.25777 -6.12868 0.008 0.003 0.006 0.14
H -3.47611 -1.71695 -6.66436 -0.015 -0.007 0.006 0.14
H -5.12944 -2.58690 -5.02129 0.002 0.003 -0.009 0.14
H -5.40656 -1.51010 -2.82920 -0.007 -0.014 -0.014 0.13
H -5.04223 0.39109 -1.43375 -0.038 0.038 -0.047 0.10
H -3.84962 1.65961 -1.81095 -0.059 -0.002 -0.033 0.06
H -4.80388 -0.11403 1.35508 -0.016 0.023 0.038 0.04
H -3.99039 1.47295 1.28039 -0.027 0.000 -0.003 0.03
H -3.30787 0.16104 2.27640 -0.005 -0.021 -0.003 0.04
H -4.52497 -2.24518 -0.48524 0.024 -0.034 0.001 0.04
H -3.09162 -2.83844 0.42678 -0.049 -0.049 0.025 -0.03
H -3.03117 -2.80091 -1.34065 -0.015 -0.039 -0.037 -0.01
C -1.22360 -3.32770 -3.51775 -0.007 0.010 -0.051 -0.18
Si -0.55568 -5.03323 -2.99383 -0.077 0.033 -0.086 0.40
C -1.94349 -6.12879 -2.41440 -0.036 -0.007 -0.012 -0.17
C 0.35525 -5.78317 -4.43320 0.011 0.006 0.000 -0.17
C 0.65073 -4.67971 -1.60165 0.064 -0.050 0.051 -0.56
Te -0.26803 -4.00051 0.22729 0.230 -0.177 -0.134 1.24
C -0.34238 -5.88465 1.23360 0.023 0.041 -0.023 -0.55
Si -1.77919 -5.97673 2.46064 -0.084 0.011 0.069 0.38
C -1.71729 -4.40424 3.48554 -0.014 0.018 0.035 -0.19
C -1.54424 -7.48388 3.51708 -0.001 -0.001 0.024 -0.17
C -3.38732 -6.03350 1.50712 -0.001 -0.010 -0.012 -0.17
H -2.25547 -3.38966 -3.87411 0.007 -0.002 0.012 0.02
H -0.61536 -2.93291 -4.33779 -0.011 -0.011 0.033 0.02
H -1.18671 -2.61629 -2.68350 -0.006 0.047 0.033 -0.01
H -2.66304 -6.31486 -3.21546 0.022 0.011 0.001 0.04
H -2.48222 -5.69940 -1.56741 -0.017 -0.010 0.032 0.00
H -1.55521 -7.10228 -2.10594 -0.011 -0.001 0.015 0.05
H -0.28042 -5.88152 -5.31609 -0.018 0.004 0.029 0.04
H 0.71394 -6.78280 -4.18062 0.020 -0.002 -0.012 0.05
H 1.22241 -5.18101 -4.71462 0.004 -0.016 -0.007 0.04
H 1.36290 -3.91520 -1.91651 0.012 -0.003 0.059 -0.02
H 1.24022 -5.55907 -1.33505 -0.016 0.010 0.067 0.03
H 0.61038 -6.00686 1.74772 0.030 -0.012 -0.047 0.01
H -0.42025 -6.65539 0.46545 -0.051 0.031 -0.033 0.02
H -0.79252 -4.34301 4.06375 0.012 0.015 -0.013 0.04
H -2.54648 -4.37068 4.19581 0.012 -0.005 -0.010 0.04
H -1.78783 -3.50451 2.86211 -0.010 0.015 0.001 -0.02
H -0.59820 -7.44178 4.06013 0.000 -0.018 0.002 0.04
H -1.54301 -8.38965 2.90762 0.009 -0.009 0.012 0.04
H -2.34367 -7.58468 4.25410 -0.001 0.015 -0.017 0.05
H -3.40370 -5.28849 0.70702 -0.027 0.012 -0.017 -0.01
H -4.23983 -5.84507 2.16368 0.021 -0.009 0.002 0.04
H -3.54027 -7.01382 1.05150 0.010 0.011 -0.026 0.04

=====

2.
104
Properties=species:S:1:pos:R:3:forces:R:3:lowdin_charge:R:1 method="wB97M-V/def2-TZVPD" total_charge=-2 homo_lumo_gap_ev=5.1 energy_ha=-3587.8831 largest_force_ev_per_a=4.85 e_above_lowest_kcal_mol=27.3 homo_ha=-0.0553
Li 15.16207 -1.01947 13.60046 -0.411 0.374 0.244 0.50
C 18.34808 1.28478 14.98921 0.897 -0.454 -1.076 -0.20
Si 16.74985 2.13297 14.47158 -0.490 -0.473 -0.382 0.33
C 16.72143 3.96177 15.09910 -0.014 -0.266 -1.271 -0.18
C 17.04826 2.45181 12.58483 0.152 1.140 0.507 -0.18
N 15.43616 1.13104 14.89472 -0.408 0.531 0.380 -0.28
P 14.22660 0.86772 15.94422 0.493 -1.173 0.174 0.63
C 12.79292 0.15317 15.45883 0.724 1.010 0.697 -0.46
P 12.56019 -1.35964 14.91106 -0.101 -1.578 -1.504 0.64
N 13.18366 -1.75890 13.41423 -0.870 0.198 1.148 -0.32
Si 12.74669 -2.63914 12.03377 -0.361 0.122 0.333 0.31
C 13.56614 -4.32489 11.88653 -0.143 1.284 1.640 -0.19
C 13.37669 -1.80545 10.45207 -0.733 -0.321 -0.035 -0.18
C 10.86471 -3.01808 11.80873 1.830 -1.243 -0.250 -0.17
C 13.05166 -2.84448 16.02383 -0.354 2.510 -1.843 -0.31
C 13.66132 -3.90213 15.45556 0.628 -1.069 -1.413 -0.09
C 14.07043 -4.96374 16.26273 -1.059 1.837 1.201 -0.07
C 13.86574 -4.86363 17.64884 0.978 -1.570 -0.941 -0.10
C 13.33299 -3.70683 18.19719 0.820 -2.675 2.328 -0.12
C 12.92310 -2.76117 17.36450 -1.354 4.416 1.463 -0.15
C 10.70088 -1.66349 14.99471 -0.327 -0.976 0.323 -0.26
C 9.78655 -0.66822 14.68243 0.344 0.594 0.340 -0.10
C 8.38939 -0.85353 14.80494 2.395 0.239 -0.270 -0.09
C 7.93777 -2.05549 15.28900 -0.204 -0.033 0.118 -0.13
C 8.81080 -3.05520 15.69140 0.408 -0.019 -1.188 -0.11
C 10.15608 -2.89151 15.47249 2.090 0.131 0.356 -0.09
C 13.82408 2.42116 16.87397 -1.483 -0.379 0.271 -0.27
C 14.70764 2.95064 17.80316 -0.180 1.261 -0.328 -0.12
C 14.45164 4.21829 18.31395 -0.799 1.665 -0.078 -0.12
C 13.30116 4.92366 17.95909 -1.161 -0.527 -0.651 -0.13
C 12.27834 4.31146 17.19591 0.887 -0.911 -0.513 -0.09
C 12.53070 3.02029 16.68092 2.647 1.187 0.808 -0.07
C 15.00377 -0.16515 17.40474 0.932 1.264 -1.419 -0.24
C 16.26835 -0.72250 17.17106 -0.489 0.031 -0.229 -0.09
C 16.93065 -1.46019 18.11243 0.663 -1.072 1.128 -0.10
C 16.39334 -1.57605 19.38740 -1.034 0.246 0.257 -0.11
C 15.15736 -0.97764 19.67338 1.134 0.294 -0.849 -0.11
C 14.49522 -0.25351 18.67926 -1.277 -0.010 0.925 -0.14
H 18.43044 1.23814 16.06011 0.282 0.289 0.679 0.00
H 19.25921 1.78794 14.51856 -1.003 -0.692 0.719 0.04
H 18.32788 0.19405 14.69330 -0.001 1.110 -0.114 0.03
H 15.95541 4.51544 14.52465 0.119 -0.224 0.189 0.02
H 17.66977 4.47095 14.87585 -0.033 -0.213 0.069 0.02
H 16.49312 4.08885 16.12951 -0.168 0.043 0.943 -0.03
H 17.68235 3.36942 12.54977 -0.156 -0.425 0.119 0.02
H 16.16842 2.73783 12.01757 -0.438 -0.135 -0.013 0.01
H 17.58107 1.71947 11.99852 0.133 -0.559 0.092 0.00
H 14.62480 -4.27948 12.12225 0.111 -0.278 -0.092 0.03
H 13.32741 -4.59151 10.91771 0.039 -0.822 -2.362 -0.01
H 12.99386 -4.97075 12.51183 -0.034 -0.840 0.825 0.01
H 14.32385 -2.26759 10.24133 0.921 0.164 0.146 0.01
H 13.46278 -0.74309 10.63876 0.234 0.236 -0.359 -0.01
H 12.82797 -2.03511 9.52901 -0.439 0.279 0.279 0.03
H 10.46614 -3.65106 12.60114 0.075 -0.550 -0.280 0.02
H 10.67873 -3.34503 10.77342 -0.071 -0.356 0.448 0.02
H 10.34551 -2.14397 11.94444 -1.338 2.497 0.185 -0.04
H 13.79926 -3.78963 14.36226 0.220 -0.676 0.803 0.07
H 14.56900 -5.77879 15.86654 0.843 -1.613 -0.754 0.07
H 14.23016 -5.74557 18.21429 -0.366 0.866 0.109 0.09
H 13.29426 -3.62160 19.29395 -0.111 0.170 -0.577 0.11
H 12.60659 -1.76386 17.81634 0.021 -1.404 -0.801 0.12
H 10.23499 0.32166 14.46063 -0.519 -0.575 -0.154 0.10
H 7.84635 0.00325 14.47596 -1.076 0.095 0.052 0.08
H 6.90824 -2.27340 15.35235 -1.242 0.009 0.097 0.07
H 8.46451 -4.04273 15.92678 -0.370 -0.198 0.508 0.09
H 10.88584 -3.69328 15.76935 -1.009 0.733 -0.451 0.11
H 15.66809 2.53710 18.01518 0.414 -0.671 -0.013 0.10
H 15.11063 4.88780 18.87713 0.476 -1.030 0.067 0.09
H 13.19466 5.97932 18.19970 0.053 -0.187 0.289 0.08
H 11.37553 4.83232 16.85522 0.337 -0.060 0.446 0.09
H 11.92598 2.51056 15.98691 -1.080 -0.516 -0.585 0.05
H 16.78165 -0.59170 16.24975 -0.138 0.144 -0.933 0.06
H 17.86158 -2.00897 17.89148 -0.395 0.584 -0.073 0.11
H 16.86393 -2.10865 20.20054 0.338 -0.201 -0.108 0.08
H 14.83480 -1.00852 20.68996 -0.588 -0.012 0.481 0.08
H 13.51975 0.22829 18.91844 0.750 -0.329 -0.226 0.12
C 16.62826 -0.11234 9.79456 0.093 -0.371 0.425 -0.02
C 16.50887 -0.67355 11.23497 1.009 -1.330 -0.953 -0.42
O 15.59451 -0.27890 11.91632 -0.804 0.546 0.587 -0.04
C 17.51959 -1.65902 11.69059 0.654 0.295 -0.586 -0.08
C 18.61750 -1.89732 10.83795 -0.282 -0.102 0.583 -0.06
C 19.64795 -2.71611 11.28555 -0.248 1.438 -2.423 -0.15
C 19.66258 -3.20860 12.55774 0.602 -1.341 0.513 -0.15
C 18.66419 -3.01244 13.43662 0.139 -0.114 0.710 -0.04
C 17.54008 -2.27126 13.01981 -0.297 0.943 -0.675 -0.43
O 16.61492 -2.12118 13.82790 -1.756 0.342 1.179 -0.11
H 16.87554 -0.85259 8.99756 -0.375 0.598 0.697 0.08
H 17.39957 0.63626 9.85606 0.744 0.245 -0.229 0.06
H 15.74361 0.47410 9.58615 -0.464 -0.319 -0.136 0.07
H 18.63210 -1.39927 9.85150 0.275 -0.590 0.672 0.10
H 20.45582 -2.87281 10.60074 0.522 -0.306 -0.125 0.07
H 20.44372 -3.89406 12.81071 0.728 -0.126 0.325 0.09
H 18.70093 -3.36870 14.48288 -0.188 0.145 -0.808 0.12
I 10.48947 2.37618 8.50786 0.015 0.454 0.024 0.69
C 11.62523 2.78330 10.29373 -1.085 0.872 -1.516 -0.79
C 11.91463 1.65083 10.96911 0.203 -0.834 1.708 -0.17
C 12.63868 1.85688 12.13634 0.059 -2.721 1.302 -0.04
C 13.05864 3.09694 12.54618 0.079 -0.145 -0.563 -0.06
C 12.70935 4.11836 11.72828 -0.703 1.507 -1.787 -0.14
N 11.93552 4.01588 10.59472 1.036 -0.477 0.863 0.03
H 11.47288 0.68328 10.72793 0.504 0.279 -0.070 0.09
H 12.85218 0.98373 12.80083 -0.068 0.600 -0.563 0.10
H 13.68507 3.25023 13.40004 0.135 -0.103 0.440 0.09
H 13.08889 5.11445 11.86986 -0.083 0.376 0.351 0.10